(one)
# C3H2N2O

A structure of composition C3H2N2O (ωB97M-V with the def2-TZVPD basis set, OMol25).

Element x y z (Å)
O 0.89 1.04 0.50
C 0.37 -0.11 -0.02
C -0.65 -0.77 0.79
N -1.42 -1.29 1.48
C -0.70 0.45 -1.37
N 0.17 -0.20 -1.87
H 0.17 1.67 0.66
H 1.20 -0.79 -0.19

As for the LUMO energy: 0.124 eV. For the HOMO energy, the calculation gives -11.9 eV. The frontier orbital gap is 0.44046 Eh.

(two)
# C3H2N2O

An isolated molecule of C3H2N2O (ωB97M-V with the def2-TZVPD basis set, OMol25).

Element x y z (Å)
O 1.88 -1.74 -1.84
C 1.12 -1.06 -1.29
N 0.24 -0.52 -0.72
C -0.47 0.49 -0.07
C -0.62 0.49 1.38
N 0.15 1.38 0.96
H -1.25 0.92 -0.68
H -1.04 0.03 2.24

As for the LUMO energy: 0.807 eV. For the HOMO energy, the calculation gives -9.8 eV. The frontier orbital gap is 0.38927 Eh. As for the SMILES: O=C=N[C@H]1C=N1.

(three)
# C3H2N2O

An isolated molecule of C3H2N2O (ωB97M-V with the def2-TZVPD basis set, OMol25).

Element x y z (Å)
C -1.55 -0.07 -0.63
C -0.87 -0.14 0.45
C 0.21 0.16 -0.91
N 1.11 0.01 0.26
N 0.29 -0.12 1.25
O 0.39 -0.30 2.42
H 0.08 -0.62 -1.54
H 0.34 1.08 -1.32

As for the LUMO energy: -0.416 eV. For the HOMO energy, the calculation gives -11.0 eV. The frontier orbital gap is 0.38968 Eh.

(two) is favored, and the nearest alternative lies 145.5 kJ/mol above it.

(one)
# C3H6BrNO2

A structure of composition C3H6BrNO2 (ωB97M-V with the def2-TZVPD basis set, OMol25).

Element x y z (Å)
C 0.05 -0.01 -1.32
C 0.18 -0.01 1.25
C 0.59 0.53 -0.04
N 1.14 1.90 -0.02
O 1.53 2.28 -1.10
O 1.23 2.52 1.03
Br 2.95 -0.47 0.14
H -0.95 -0.20 -1.09
H 0.49 -0.87 -1.67
H 0.28 0.66 -2.12
H -0.99 0.11 1.49
H 0.50 0.59 2.10
H 0.33 -1.14 1.18

As for the LUMO energy (spin up / spin down): -2.390 / -2.389 eV. For the HOMO energy (spin up / spin down), the calculation gives -10.0 / -10.0 eV. The frontier orbital gap (spin up / spin down) is 0.27935 / 0.27938 Eh.

(two)
# C3H6BrNO2

A cluster of 2 separate species, C3H6BrNO2 in total (ωB97M-V with the def2-TZVPD basis set, OMol25).

Element x y z (Å)
C -1.68 -1.12 -0.85
N -1.96 0.09 -1.23
O -3.09 0.50 -1.34
O -0.89 0.91 -1.65
H -2.47 -1.78 -0.65
H -0.61 -1.46 -1.08
H -1.19 1.63 -2.11
C 2.69 0.19 1.27
C 1.50 -0.03 1.83
Br 0.10 1.15 1.37
H 3.73 -0.29 1.42
H 2.68 0.85 0.40
H 1.20 -0.63 2.63

As for the LUMO energy: 0.750 eV. For the HOMO energy, the calculation gives -9.0 eV. The frontier orbital gap is 0.35932 Eh. As for the SMILES: C=[N+]([O-])O.C=CBr.

(one) is favored, and the nearest alternative lies 50.4 kJ/mol above it.

(one)
# C4H13NO2

A cluster of 3 separate species, C4H13NO2 in total (ωB97M-V with the def2-TZVPD basis set, OMol25).

Element x y z (Å)
C 1.37 -0.75 -1.87
C 1.41 -1.24 -0.43
C 0.35 -1.22 0.39
N -1.05 -1.27 0.01
C 2.78 -1.55 0.09
H 0.96 -1.48 -2.58
H 0.65 0.08 -1.96
H 2.40 -0.52 -2.15
H 0.51 -1.06 1.46
H -1.22 -2.28 -0.22
H -1.06 -1.00 -0.97
H 3.25 -2.35 -0.47
H 3.37 -0.64 -0.03
H 2.82 -1.81 1.15
H -2.12 0.52 1.38
H -3.38 1.38 1.79
O -2.44 1.26 1.92
H -2.18 3.73 0.28
H -0.96 2.93 0.04
O -1.37 3.76 -0.26

As for the LUMO energy (spin up / spin down): 3.812 / 3.732 eV. The spin multiplicity is 2. The net charge is -1. For the HOMO energy (spin up / spin down), the calculation gives 1.0 / -5.0 eV. As for the expectation value of S²: 0.7507. The frontier orbital gap (spin up / spin down) is 0.10337 / 0.31966 Eh.

(two)
# C4H13NO2

A cluster of 3 separate species, C4H13NO2 in total (ωB97M-V with the def2-TZVPD basis set, OMol25).

Element x y z (Å)
C 1.32 -3.04 1.96
C 0.66 -2.16 1.25
N -0.34 -1.35 1.83
C -0.47 0.01 1.36
C 0.05 0.98 2.45
H 2.23 -3.63 1.75
H 0.92 -3.30 3.02
H 0.65 -2.18 0.17
H -0.30 -1.25 2.87
H -1.62 0.27 1.16
H 0.03 0.35 0.19
H 0.62 0.36 3.19
H -0.80 1.27 3.08
H 0.59 1.81 1.94
H 0.84 3.05 -5.00
H 0.71 2.68 -3.56
O 1.29 2.45 -4.41
H -1.45 1.02 -4.81
H -2.87 1.16 -4.26
O -2.05 1.49 -4.19

As for the LUMO energy (spin up / spin down): 3.268 / 3.237 eV. The spin multiplicity is 2. The net charge is -1. For the HOMO energy (spin up / spin down), the calculation gives 1.0 / -5.7 eV. As for the expectation value of S²: 0.7503. The frontier orbital gap (spin up / spin down) is 0.08203 / 0.32741 Eh.

(one) is favored, and the nearest alternative lies 188.2 kJ/mol above it.

(one)
# C4H11S2

A cluster of 2 separate species, C4H11S2 in total (ωB97M-V with the def2-TZVPD basis set, OMol25).

Element x y z (Å)
C 0.65 -2.80 1.72
S 2.16 -1.80 1.75
C 1.45 -0.49 0.67
H 0.86 -3.82 2.05
H 0.03 -2.26 2.43
H 0.06 -2.88 0.80
H 2.04 0.38 0.96
H 0.39 -0.28 0.79
H 1.72 -0.69 -0.37
C -0.75 1.95 -2.05
C -1.53 1.85 -0.69
S -2.53 0.28 -0.54
H -1.38 1.79 -2.92
H -0.43 3.00 -2.15
H 0.13 1.33 -1.96
H -0.68 1.76 0.00
H -2.19 2.69 -0.49

As for the LUMO energy: 2.995 eV. The net charge is -1. For the HOMO energy, the calculation gives -2.4 eV. The frontier orbital gap is 0.19749 Eh.

(two)
# C4H11S2

A cluster of 2 separate species, C4H11S2 in total (ωB97M-V with the def2-TZVPD basis set, OMol25).

Element x y z (Å)
C 2.24 -1.07 -2.21
S 3.31 -0.20 -1.04
C 2.00 0.36 0.12
H 1.80 -1.93 -1.71
H 1.43 -0.44 -2.55
H 2.84 -1.41 -3.06
H 1.92 -0.39 0.89
H 1.11 0.37 -0.49
H 2.29 1.34 0.52
C -2.63 0.14 1.91
C -2.22 0.78 0.58
S -1.61 -0.44 -0.64
H -3.51 -0.48 1.80
H -1.77 -0.40 2.30
H -2.83 0.92 2.64
H -2.98 1.39 0.11
H -1.40 1.47 0.83

As for the LUMO energy: 3.212 eV. The net charge is -1. For the HOMO energy, the calculation gives -2.4 eV. The frontier orbital gap is 0.20786 Eh.

(two) is favored, and the nearest alternative lies 42.9 kJ/mol above it.

(one)
# C43H54N9O17

A cluster of 10 separate species, C43H54N9O17 in total (ωB97M-V with the def2-TZVPD basis set, OMol25).

Element x y z (Å)
C -13.40 8.46 36.54
O -13.38 8.46 37.77
O -14.09 7.50 35.85
O -12.95 9.33 35.76
H -14.41 6.93 36.49
C -9.53 7.24 40.01
C -10.60 8.42 40.13
C -11.14 8.91 41.52
C -10.55 8.26 42.78
C -9.37 7.22 42.61
C -8.90 6.74 41.21
N -11.00 8.47 44.16
O -11.97 9.35 44.27
O -10.68 7.74 45.07
H -9.35 6.81 39.15
H -11.07 8.59 39.19
H -11.96 9.60 41.43
H -9.17 6.64 43.47
H -8.17 6.11 41.28
C -11.61 6.73 31.77
C -12.10 6.92 30.36
C -12.78 8.18 29.90
C -12.98 9.18 30.90
C -12.80 8.98 32.40
C -12.02 7.68 32.76
N -13.36 10.54 30.49
O -14.41 10.97 31.00
O -13.05 10.91 29.32
H -11.04 5.94 32.18
H -11.98 6.07 29.67
H -13.05 8.12 28.96
H -13.33 9.75 33.33
H -11.79 7.40 33.72
C -12.41 4.45 35.26
C -11.97 5.23 36.51
C -10.87 4.41 37.35
C -10.31 3.13 36.76
C -10.66 2.64 35.38
C -11.88 3.23 34.74
N -9.18 2.39 37.43
O -8.34 3.13 38.10
O -8.71 1.41 36.84
H -13.21 4.80 34.64
H -12.27 6.14 36.87
H -10.69 4.84 38.26
H -10.22 1.76 34.85
H -12.34 2.90 33.87
C -13.71 14.19 37.89
C -12.54 15.17 37.48
C -11.23 14.38 37.16
C -11.00 12.95 37.28
C -12.15 12.05 37.82
C -13.55 12.80 38.01
N -9.74 12.35 37.02
O -8.78 13.07 36.63
O -9.67 11.17 37.14
H -14.59 14.66 37.96
H -12.96 16.23 37.39
H -10.35 15.06 36.89
H -12.15 11.08 37.81
H -14.18 12.17 38.41
C -11.76 11.92 33.64
C -12.50 13.37 33.36
C -12.28 14.19 32.19
C -11.25 13.74 31.24
C -10.43 12.40 31.49
C -10.74 11.53 32.81
N -10.98 14.43 29.96
O -11.51 15.51 29.78
O -10.15 13.95 29.23
H -12.02 11.33 34.51
H -13.28 13.50 34.17
H -12.77 15.13 32.02
H -9.62 12.16 30.80
H -10.29 10.58 32.99
C -17.42 10.70 32.27
O -18.38 10.61 31.51
N -17.22 9.77 33.20
C -15.92 9.73 33.81
C -18.14 8.65 33.54
H -16.69 11.36 32.28
H -16.05 9.63 34.95
H -15.27 10.71 33.53
H -15.40 8.73 33.55
H -18.96 9.19 33.78
H -17.64 8.05 34.27
H -18.09 8.00 32.63
C -16.49 6.82 31.41
O -17.34 6.82 30.45
N -16.62 5.88 32.36
C -15.67 5.80 33.48
C -17.73 4.98 32.54
H -15.67 7.43 31.35
H -14.78 6.25 33.44
H -15.35 4.69 33.58
H -15.96 6.10 34.35
H -18.58 5.76 32.59
H -17.69 4.11 33.25
H -17.89 4.49 31.71
C -16.60 9.26 38.19
O -17.46 9.55 37.28
N -16.58 9.77 39.46
C -15.58 9.28 40.30
C -17.33 10.90 39.87
H -15.79 8.57 38.14
H -15.61 8.26 40.22
H -15.86 9.55 41.35
H -14.51 9.49 39.90
H -16.70 11.71 40.30
H -17.87 10.38 40.66
H -18.06 11.42 39.23
C -16.46 4.76 36.79
O -15.47 5.37 37.13
N -16.44 3.34 36.59
C -17.71 2.72 36.29
C -15.25 2.59 36.53
H -17.42 5.12 36.85
H -17.86 1.62 36.37
H -17.89 3.28 35.29
H -18.59 2.97 36.93
H -14.53 2.50 35.86
H -15.29 1.53 36.85
H -14.32 3.01 37.04

As for the LUMO energy: 0.109 eV. The net charge is -1. For the HOMO energy, the calculation gives -6.5 eV. The frontier orbital gap is 0.24130 Eh.

(two)
# C43H54N9O17

A cluster of 10 separate species, C43H54N9O17 in total (ωB97M-V with the def2-TZVPD basis set, OMol25).

Element x y z (Å)
C -0.01 1.00 -0.40
O -1.03 0.31 -0.37
O 0.75 0.95 -1.47
O 0.22 1.67 0.67
H 0.40 0.45 -2.15
C 4.57 -1.56 -2.17
C 3.45 -0.69 -2.51
C 3.20 -0.27 -3.88
C 4.28 -0.69 -5.01
C 5.36 -1.62 -4.52
C 5.46 -2.03 -3.07
N 3.99 -0.23 -6.32
O 2.93 0.52 -6.72
O 4.77 -0.63 -7.22
H 4.93 -1.87 -1.14
H 2.85 -0.42 -1.65
H 2.36 0.28 -4.14
H 6.06 -1.86 -5.34
H 6.41 -2.44 -2.87
C -3.17 -0.76 3.24
C -3.67 -1.42 4.56
C -2.82 -2.23 5.44
C -1.29 -2.32 5.12
C -0.77 -1.75 3.69
C -1.72 -0.83 2.90
N -0.40 -3.02 6.00
O 0.71 -3.45 5.50
O -0.68 -3.30 7.09
H -3.93 -0.19 2.73
H -4.85 -1.47 4.50
H -3.08 -2.67 6.30
H 0.24 -1.95 3.42
H -1.55 -0.18 2.01
C -2.28 -3.15 -0.47
C -2.59 -3.99 0.87
C -2.54 -5.52 0.92
C -2.03 -6.23 -0.34
C -1.74 -5.38 -1.65
C -1.81 -3.88 -1.60
N -1.70 -7.70 -0.22
O -1.17 -8.23 -1.34
O -1.64 -8.26 0.76
H -2.32 -2.19 -0.33
H -3.03 -3.23 1.82
H -2.33 -6.16 1.80
H -1.65 -5.84 -2.65
H -1.76 -3.37 -2.73
C 2.65 -2.67 0.78
C 3.95 -3.50 1.01
C 5.10 -2.96 1.78
C 4.73 -1.75 2.61
C 3.56 -0.81 2.25
C 2.49 -1.36 1.31
N 5.85 -1.27 3.60
O 5.54 -0.54 4.51
O 6.91 -1.76 3.35
H 1.73 -2.80 0.11
H 4.07 -4.64 0.69
H 5.97 -3.33 2.12
H 3.41 0.24 2.83
H 1.66 -0.76 1.35
C -5.84 0.21 -0.07
C -7.19 -0.57 -0.44
C -7.06 -1.49 -1.62
C -5.86 -1.43 -2.75
C -4.58 -0.67 -2.29
C -4.67 0.20 -0.94
N -5.96 -1.97 -4.03
O -7.08 -2.61 -4.29
O -5.06 -1.94 -4.86
H -5.83 0.83 0.80
H -7.96 -0.47 0.29
H -7.95 -1.91 -2.21
H -3.69 -0.72 -2.57
H -3.71 0.71 -0.54
C 2.72 4.51 0.01
O 2.39 5.68 -0.02
N 3.85 4.11 -0.62
C 4.12 2.66 -0.39
C 4.56 4.93 -1.38
H 2.31 3.70 0.65
H 3.35 1.89 -0.36
H 4.56 2.49 0.54
H 4.91 2.44 -1.07
H 4.41 6.04 -1.23
H 4.47 4.79 -2.56
H 5.68 4.95 -1.24
C 1.71 4.19 5.62
O 2.49 4.30 6.60
N 1.43 2.94 5.14
C 0.72 3.03 3.85
C 1.66 1.68 5.87
H 1.33 5.00 5.00
H -0.35 3.43 4.04
H 0.54 2.00 3.30
H 1.35 3.68 3.14
H 2.51 1.18 5.63
H 0.98 1.06 5.55
H 1.72 1.91 6.82
C -1.34 -0.62 -4.79
O -0.57 -0.55 -3.84
N -1.41 0.35 -5.69
C -2.16 0.22 -6.99
C -0.47 1.59 -5.72
H -2.08 -1.55 -4.80
H -2.64 -0.77 -7.04
H -1.51 0.53 -7.88
H -2.91 1.07 -7.20
H -0.33 1.87 -4.54
H -0.93 2.26 -6.28
H 0.36 1.51 -6.32
C -2.63 3.47 1.51
O -3.49 3.02 2.40
N -2.38 4.82 1.42
C -1.55 5.38 0.52
C -2.97 5.59 2.54
H -2.00 2.69 0.78
H -1.93 5.36 -0.44
H -0.44 4.99 0.51
H -1.02 6.38 0.76
H -3.93 5.66 2.08
H -2.68 6.58 2.87
H -3.01 5.08 3.46

As for the LUMO energy: -0.028 eV. The net charge is -1. For the HOMO energy, the calculation gives -5.8 eV. The frontier orbital gap is 0.21221 Eh.

(one) is favored, and the nearest alternative lies 177.0 kJ/mol above it.

(one)
# C2H3NO3

A cluster of 2 separate species, C2H3NO3 in total (ωB97M-V with the def2-TZVPD basis set, OMol25).

Element x y z (Å)
O 0.46 -1.14 -3.80
C 0.06 -1.34 -2.76
O -0.32 -1.58 -1.71
C -0.34 -0.32 0.29
N -0.22 0.87 -0.09
O 1.04 1.36 0.23
H 0.50 -0.74 0.65
H -1.38 -0.60 0.24
H 1.20 2.23 -0.11

As for the LUMO energy: 0.585 eV. For the HOMO energy, the calculation gives -9.8 eV. The frontier orbital gap is 0.38242 Eh. As for the SMILES: O=C=O.C=NO.

(two)
# C2H3NO3

A structure of composition C2H3NO3 (ωB97M-V with the def2-TZVPD basis set, OMol25).

Element x y z (Å)
C -1.78 0.08 0.28
C 1.34 -0.07 -0.15
N -0.01 0.08 -0.55
O -2.92 -0.09 0.49
O -1.04 1.16 0.00
O -0.85 -0.89 0.05
H 2.05 -0.21 -0.96
H 1.80 0.90 0.28
H 1.41 -0.96 0.56

As for the LUMO energy: 0.421 eV. For the HOMO energy, the calculation gives -10.2 eV. The frontier orbital gap is 0.39157 Eh.

(three)
# C2H3NO3

A cluster of 2 separate species, C2H3NO3 in total (ωB97M-V with the def2-TZVPD basis set, OMol25).

Element x y z (Å)
O -0.69 1.10 -0.15
C 0.20 1.14 0.65
O 0.95 0.13 1.02
O 0.57 2.26 1.28
H 0.70 -0.69 0.53
H 0.02 3.00 0.99
C -0.60 -2.32 -1.47
N 0.09 -1.93 -0.64
H -1.23 -2.70 -2.22

As for the LUMO energy: 0.816 eV. For the HOMO energy, the calculation gives -10.5 eV. The frontier orbital gap is 0.41643 Eh. As for the SMILES: O=C(O)O.C#N.

(three) is favored, and the nearest alternative lies 194.4 kJ/mol above it.